# 1
DFT (ωB97M-V with the def2-TZVPD basis set) results for 3 unconnected molecules or ions with the total composition C19H31N2O5P.

Calculated values
LUMO level, eV: 0.3
Frontier orbital gap, eV: 8.415
SMILES: CC[C@@H](C)O[P@@](=O)(O)OCOc1ccccc1.CCCC#N.CCCC#N
Highest occupied orbital energy, eV: -8.141
DFT total energy, hartree: -1569.27525

Atoms and positions in Å:
1 C -0.410 1.954 -0.147
2 C -1.117 0.476 -0.072
3 C -2.695 0.494 0.407
4 C -3.425 1.684 -0.515
5 O -3.432 -0.748 0.092
6 P -3.123 -2.007 1.255
7 O -1.820 -1.743 2.162
8 O -4.465 -2.172 2.369
9 O -2.794 -3.466 0.359
10 C -3.722 -4.554 0.701
11 O -3.290 -5.790 -0.031
12 C -1.804 -5.762 0.047
13 C -1.176 -6.089 1.561
14 C 0.451 -6.040 1.769
15 C 1.457 -5.680 0.525
16 C 0.796 -5.398 -0.949
17 C -0.824 -5.428 -1.267
18 H 0.687 1.922 0.312
19 H -0.994 2.797 0.425
20 H -0.256 2.257 -1.287
21 H -0.420 -0.206 0.583
22 H -1.116 0.038 -1.182
23 H -2.843 0.831 1.531
24 H -4.596 1.600 -0.342
25 H -3.078 2.764 -0.226
26 H -3.217 1.381 -1.629
27 H -4.073 -2.078 3.290
28 H -3.641 -4.780 1.849
29 H -4.827 -4.241 0.397
30 H -1.883 -6.320 2.468
31 H 0.901 -6.271 2.827
32 H 2.629 -5.633 0.716
33 H 1.502 -5.135 -1.849
34 H -1.306 -5.201 -2.309
35 C 5.513 0.598 2.357
36 C 4.277 1.487 2.314
37 C 2.972 0.693 2.355
38 C 2.810 -0.173 1.180
39 N 2.696 -0.864 0.254
40 H 5.557 -0.068 1.489
41 H 6.420 1.210 2.351
42 H 5.522 -0.017 3.263
43 H 4.312 2.112 1.416
44 H 4.304 2.165 3.177
45 H 2.130 1.398 2.400
46 H 2.928 0.092 3.271
47 C 1.707 4.941 -3.999
48 C 0.816 6.173 -3.910
49 C 0.198 6.360 -2.525
50 C -0.706 5.258 -2.165
51 N -1.407 4.378 -1.883
52 H 1.140 4.023 -3.814
53 H 2.145 4.863 -4.999
54 H 2.523 4.993 -3.272
55 H 0.029 6.106 -4.669
56 H 1.418 7.058 -4.149
57 H -0.366 7.303 -2.512
58 H 0.989 6.455 -1.772

Quick look at the natural (NBO) charges, all values in e: atom 1 (C): -0.6352, atom 2 (C): -0.4537, atom 3 (C): 0.0987, atom 4 (C): -0.6487, atom 5 (O): -0.7766, atom 6 (P): 2.3840, atom 7 (O): -1.0675, atom 8 (O): -0.9734, atom 9 (O): -0.7510, atom 10 (C): 0.2073, atom 11 (O): -0.5492, atom 12 (C): 0.2839, atom 13 (C): -0.2840, atom 14 (C): -0.2081, atom 15 (C): -0.2508, atom 16 (C): -0.2048, atom 17 (C): -0.2582, atom 18 (H): 0.2014, atom 19 (H): 0.2139, atom 20 (H): 0.2317, atom 21 (H): 0.2517, atom 22 (H): 0.2135, atom 23 (H): 0.1987, atom 24 (H): 0.2156, atom 25 (H): 0.2419, atom 26 (H): 0.2205, atom 27 (H): 0.5279, atom 28 (H): 0.1751, atom 29 (H): 0.1979, atom 30 (H): 0.2356, atom 31 (H): 0.2303, atom 32 (H): 0.2451, atom 33 (H): 0.2328, atom 34 (H): 0.2514, atom 35 (C): -0.6129, atom 36 (C): -0.3789, atom 37 (C): -0.5141, atom 38 (C): 0.2877, atom 39 (N): -0.3286, atom 40 (H): 0.2171, atom 41 (H): 0.2145, atom 42 (H): 0.2033, atom 43 (H): 0.2074, atom 44 (H): 0.2068, atom 45 (H): 0.2519, atom 46 (H): 0.2465, atom 47 (C): -0.6129, atom 48 (C): -0.3796, atom 49 (C): -0.5122, atom 50 (C): 0.2998, atom 51 (N): -0.3462, atom 52 (H): 0.2168, atom 53 (H): 0.2182, atom 54 (H): 0.2032, atom 55 (H): 0.2105, atom 56 (H): 0.2088, atom 57 (H): 0.2509, atom 58 (H): 0.2441

***

# 2
DFT (ωB97M-V with the def2-TZVPD basis set) results for 2 unconnected molecules or ions with the total composition C6H12Si.

Calculated values
Energy relative to the best compared isomer or geometry (same formula, charge and spin), kJ/mol: 466.8
LUMO level, eV: -0.7
Frontier orbital gap, eV: 7.586
Highest occupied orbital energy, eV: -8.303
DFT total energy, hartree: -525.12309

Atoms and positions in Å:
1 C 0.665 -1.039 -0.341
2 C 1.498 -0.586 0.513
3 C -0.197 -1.519 -1.193
4 C 2.255 -1.670 1.280
5 C 1.784 0.824 0.676
6 C -3.145 1.168 -0.348
7 Si -1.702 2.105 -1.340
8 H -1.187 -1.606 -0.857
9 H -0.065 -1.817 -2.272
10 H 3.170 -1.255 1.716
11 H 1.830 -2.001 2.210
12 H 2.469 -2.603 0.576
13 H 2.501 1.176 0.017
14 H 0.931 1.471 0.413
15 H 2.163 1.253 1.630
16 H -3.856 0.798 -1.092
17 H -2.795 0.225 0.056
18 H -3.652 1.805 0.428
19 H -2.666 3.270 -2.072

Quick look at the natural (NBO) charges, all values in e: atom 1 (C): 0.1057, atom 2 (C): -0.0973, atom 3 (C): -0.5027, atom 4 (C): -0.6174, atom 5 (C): -0.6374, atom 6 (C): -1.1876, atom 7 (Si): 0.7819, atom 8 (H): 0.2036, atom 9 (H): 0.2199, atom 10 (H): 0.2123, atom 11 (H): 0.2187, atom 12 (H): 0.2240, atom 13 (H): 0.2231, atom 14 (H): 0.2289, atom 15 (H): 0.2184, atom 16 (H): 0.2369, atom 17 (H): 0.2221, atom 18 (H): 0.2470, atom 19 (H): -0.3002

***

# 3
DFT (ωB97M-V with the def2-TZVPD basis set) results for a molecular structure, C16H20Cl33IO6S.

Calculated values
LUMO level, eV: -1.5
Frontier orbital gap, eV: 8.625
Highest occupied orbital energy, eV: -10.154
DFT total energy, hartree: -16955.21405

Atoms and positions in Å:
1 O 2.592 2.514 0.609
2 C 1.416 2.422 0.437
3 O 0.614 3.528 0.371
4 I 1.462 5.154 1.212
5 O 0.727 1.309 0.203
6 C 1.177 0.173 0.942
7 C 0.284 -0.172 2.163
8 C 1.049 -1.139 3.091
9 C 2.221 -0.429 3.847
10 S 3.715 -1.439 4.019
11 O 4.666 -0.929 3.077
12 O 4.188 -1.327 5.379
13 O 3.464 -2.987 3.645
14 H 1.093 -0.686 0.258
15 H 2.232 0.213 1.242
16 H -0.582 -0.725 1.781
17 H -0.080 0.728 2.681
18 H 1.504 -1.907 2.440
19 H 0.401 -1.596 3.849
20 H 1.898 -0.179 4.867
21 H 2.522 0.505 3.359
22 H 2.521 -3.224 3.694
23 C -3.488 -2.518 1.145
24 Cl -1.831 -2.953 0.702
25 Cl -4.474 -3.965 1.328
26 Cl -3.502 -1.559 2.628
27 H -3.909 -1.915 0.347
28 C -8.378 -3.907 -0.375
29 Cl -8.478 -3.309 1.284
30 Cl -6.864 -3.404 -1.125
31 Cl -8.541 -5.666 -0.412
32 H -9.197 -3.479 -0.941
33 C 2.084 3.195 -2.871
34 Cl 2.018 4.917 -3.269
35 Cl 0.953 2.283 -3.878
36 Cl 3.722 2.570 -3.042
37 H 1.785 3.076 -1.837
38 C -6.648 0.505 -2.085
39 Cl -6.596 1.918 -1.030
40 Cl -5.247 -0.536 -1.800
41 Cl -8.155 -0.388 -1.852
42 H -6.611 0.845 -3.112
43 C -2.698 -2.493 -4.050
44 Cl -2.509 -2.251 -2.309
45 Cl -4.316 -3.093 -4.425
46 Cl -2.367 -0.998 -4.928
47 H -1.978 -3.239 -4.365
48 C 5.505 -0.808 -1.879
49 Cl 4.010 -0.843 -2.820
50 Cl 6.597 0.452 -2.470
51 Cl 5.125 -0.556 -0.179
52 H 6.003 -1.763 -1.988
53 C -2.949 -5.584 5.139
54 Cl -4.324 -5.630 4.036
55 Cl -1.778 -4.364 4.620
56 Cl -3.480 -5.272 6.793
57 H -2.462 -6.551 5.116
58 C -1.085 6.497 -2.449
59 Cl -0.570 5.216 -1.349
60 Cl -1.549 5.826 -4.016
61 Cl -2.416 7.425 -1.749
62 H -0.249 7.169 -2.603
63 C 3.805 -2.766 8.617
64 Cl 3.438 -4.361 7.953
65 Cl 2.505 -2.221 9.683
66 Cl 5.346 -2.789 9.478
67 H 3.886 -2.067 7.791
68 C -0.676 3.152 -7.073
69 Cl -1.107 1.450 -6.867
70 Cl 0.551 3.336 -8.328
71 Cl -2.106 4.116 -7.453
72 H -0.262 3.512 -6.138
73 C 6.959 4.863 -4.909
74 Cl 5.409 5.577 -4.462
75 Cl 7.127 3.249 -4.210
76 Cl 7.135 4.803 -6.665
77 H 7.748 5.488 -4.511

Quick look at the Mulliken charges, all values in e: atom 1 (O): -0.4717, atom 2 (C): 0.6261, atom 3 (O): -0.6912, atom 4 (I): 0.2890, atom 5 (O): -0.1169, atom 6 (C): -0.6233, atom 7 (C): -0.1431, atom 8 (C): -0.7556, atom 9 (C): -0.7233, atom 10 (S): 1.2331, atom 11 (O): -0.5786, atom 12 (O): -0.6265, atom 13 (O): -0.4705, atom 14 (H): 0.2812, atom 15 (H): 0.3065, atom 16 (H): -0.2574, atom 17 (H): 0.3701, atom 18 (H): 0.6013, atom 19 (H): 0.2957, atom 20 (H): 0.4754, atom 21 (H): 0.4039, atom 22 (H): 0.3654, atom 23 (C): 0.7683, atom 24 (Cl): -0.1794, atom 25 (Cl): -0.0590, atom 26 (Cl): -0.1333, atom 27 (H): -0.4092, atom 28 (C): -0.0582, atom 29 (Cl): -0.1106, atom 30 (Cl): 0.0015, atom 31 (Cl): -0.1279, atom 32 (H): 0.3045, atom 33 (C): 1.5836, atom 34 (Cl): -0.1568, atom 35 (Cl): -0.1044, atom 36 (Cl): 0.0319, atom 37 (H): -1.1990, atom 38 (C): -0.0874, atom 39 (Cl): -0.1321, atom 40 (Cl): -0.0355, atom 41 (Cl): -0.1244, atom 42 (H): 0.3315, atom 43 (C): -0.1573, atom 44 (Cl): 0.0117, atom 45 (Cl): -0.1030, atom 46 (Cl): -0.0363, atom 47 (H): 0.3338, atom 48 (C): -0.1348, atom 49 (Cl): -0.0952, atom 50 (Cl): -0.1018, atom 51 (Cl): -0.0416, atom 52 (H): 0.3668, atom 53 (C): -0.0554, atom 54 (Cl): -0.0857, atom 55 (Cl): -0.0475, atom 56 (Cl): -0.1229, atom 57 (H): 0.3056, atom 58 (C): -0.0893, atom 59 (Cl): 0.0831, atom 60 (Cl): -0.0613, atom 61 (Cl): -0.1355, atom 62 (H): 0.2726, atom 63 (C): 0.4007, atom 64 (Cl): -0.1377, atom 65 (Cl): -0.1347, atom 66 (Cl): -0.1322, atom 67 (H): 0.0234, atom 68 (C): 0.5441, atom 69 (Cl): -0.1079, atom 70 (Cl): -0.1303, atom 71 (Cl): -0.1469, atom 72 (H): -0.1684, atom 73 (C): -0.0344, atom 74 (Cl): -0.0839, atom 75 (Cl): -0.0794, atom 76 (Cl): -0.1263, atom 77 (H): 0.3141

***

# 4
DFT (ωB97M-V with the def2-TZVPD basis set) results for a molecular structure, C16H29ClN5O9Rb.

Calculated values
Energy relative to the best compared isomer or geometry (same formula, charge and spin), kJ/mol: 45.9
LUMO level, eV: 4.1
Frontier orbital gap, eV: 6.893
Highest occupied orbital energy, eV: -2.800
Net charge: -2
DFT total energy, hartree: -2062.19976

Atoms and positions in Å:
1 Rb 1.085 0.743 -0.724
2 O -0.312 -3.549 -0.827
3 C -0.639 -3.239 -2.163
4 C -1.843 -2.321 -2.294
5 N -1.497 -0.906 -2.270
6 C -1.040 -0.483 -3.600
7 C -0.254 0.836 -3.535
8 O -0.919 1.896 -3.625
9 O 0.977 0.738 -3.314
10 C -2.624 -0.103 -1.797
11 C -2.777 -0.120 -0.266
12 O -3.804 -0.630 0.216
13 O -1.820 0.404 0.377
14 H -0.293 -2.748 -0.273
15 H -0.846 -4.199 -2.646
16 H 0.220 -2.793 -2.680
17 H -2.525 -2.531 -1.465
18 H -2.397 -2.553 -3.226
19 H -1.902 -0.385 -4.285
20 H -0.373 -1.256 -3.985
21 H -3.561 -0.447 -2.268
22 H -2.442 0.925 -2.115
23 N 1.041 0.773 2.965
24 C 1.137 2.207 3.197
25 C -0.152 2.899 2.791
26 N -0.391 2.771 1.372
27 C -1.229 3.806 0.802
28 C -1.393 3.624 -0.699
29 N -0.143 3.792 -1.438
30 H 0.600 0.283 3.732
31 H 1.947 0.357 2.793
32 H 1.949 2.576 2.566
33 H 1.376 2.476 4.240
34 H -0.095 3.962 3.055
35 H -0.984 2.477 3.389
36 H -0.808 1.865 1.165
37 H -0.766 4.781 1.008
38 H -2.237 3.830 1.260
39 H -2.197 4.291 -1.048
40 H -1.754 2.609 -0.875
41 H -0.002 4.763 -1.691
42 H -0.212 3.272 -2.317
43 O 4.108 0.141 2.097
44 Cl 4.035 0.310 0.658
45 O 5.349 0.206 0.077
46 O 3.450 1.617 0.353
47 O 3.154 -0.712 0.093
48 C -1.146 -3.706 5.720
49 C -0.813 -3.257 4.323
50 C -1.335 -2.084 3.807
51 C -1.048 -1.705 2.497
52 N -0.267 -2.436 1.705
53 C 0.232 -3.571 2.195
54 C -0.003 -4.016 3.484
55 H -1.531 -2.878 6.315
56 H -0.272 -4.115 6.230
57 H -1.913 -4.484 5.705
58 H -1.984 -1.455 4.406
59 H -1.473 -0.813 2.041
60 H 0.846 -4.145 1.510
61 H 0.439 -4.946 3.822

Quick look at the natural (NBO) charges, all values in e: atom 1 (Rb): 0.9245, atom 2 (O): -0.7632, atom 3 (C): -0.0603, atom 4 (C): -0.2550, atom 5 (N): -0.4299, atom 6 (C): -0.3261, atom 7 (C): 0.7510, atom 8 (O): -0.7876, atom 9 (O): -0.7998, atom 10 (C): -0.3473, atom 11 (C): 0.7687, atom 12 (O): -0.7607, atom 13 (O): -0.8441, atom 14 (H): 0.5066, atom 15 (H): 0.1489, atom 16 (H): 0.1629, atom 17 (H): 0.2250, atom 18 (H): 0.1460, atom 19 (H): 0.1543, atom 20 (H): 0.1906, atom 21 (H): 0.1561, atom 22 (H): 0.2336, atom 23 (N): -0.8567, atom 24 (C): -0.2199, atom 25 (C): -0.2089, atom 26 (N): -0.6676, atom 27 (C): -0.2072, atom 28 (C): -0.2173, atom 29 (N): -0.8700, atom 30 (H): 0.3443, atom 31 (H): 0.3916, atom 32 (H): 0.2145, atom 33 (H): 0.1358, atom 34 (H): 0.1676, atom 35 (H): 0.1456, atom 36 (H): 0.4234, atom 37 (H): 0.1577, atom 38 (H): 0.1447, atom 39 (H): 0.1451, atom 40 (H): 0.2190, atom 41 (H): 0.3301, atom 42 (H): 0.4113, atom 43 (O): -0.8755, atom 44 (Cl): 2.5216, atom 45 (O): -0.8543, atom 46 (O): -0.8808, atom 47 (O): -0.8834, atom 48 (C): -0.6270, atom 49 (C): 0.0063, atom 50 (C): -0.2777, atom 51 (C): 0.0748, atom 52 (N): -0.4550, atom 53 (C): 0.0689, atom 54 (C): -0.2958, atom 55 (H): 0.2099, atom 56 (H): 0.2077, atom 57 (H): 0.2117, atom 58 (H): 0.2037, atom 59 (H): 0.2707, atom 60 (H): 0.2006, atom 61 (H): 0.1966